(1)
DFT (wB97M-V/def2-TZVPD) results for a 2-piece molecular cluster, C10H21BrF9OPS overall at a distorted geometry.

Output
- gap between HOMO and LUMO (eV) = 8.91
- SMILES = FC(F)(CC[PH3]CCCBr)C(F)(F)S(F)(F)(F)(F)F.CC(C)O
- HOMO (eV) = -8.32
- LUMO energy (hartree) = 0.021

The geometry in ORCA input format:
```
! wB97M-V def2-TZVPD RIJCOSX def2/J DEFGRID3
* xyz 0 1
F 3.880 -1.000 -1.164
C 3.622 -0.114 -0.145
F 4.258 -0.591 0.959
C 2.133 -0.065 0.072
C 1.283 0.330 -1.129
P -0.404 1.049 -0.556
C -2.027 1.832 0.070
C -2.278 1.351 1.491
C -2.934 2.380 2.386
Br -1.612 3.678 3.009
C 4.380 1.165 -0.598
F 5.711 0.876 -0.544
F 4.053 1.469 -1.884
S 4.074 2.725 0.461
F 2.582 2.741 -0.073
F 3.633 1.838 1.687
F 5.546 2.761 1.030
F 4.523 3.660 -0.745
F 3.733 4.004 1.310
H 1.885 0.546 0.936
H 1.870 -1.080 0.352
H 1.733 1.091 -1.757
H 1.072 -0.543 -1.737
H -0.622 1.551 -1.876
H 0.278 1.892 0.374
H -0.873 -0.249 -0.233
H -1.820 2.900 0.103
H -2.854 1.626 -0.602
H -2.865 0.436 1.506
H -1.322 1.093 1.949
H -3.362 1.943 3.276
H -3.708 2.938 1.879
C -1.814 -4.096 -1.589
C -2.520 -3.526 -0.368
C -3.974 -3.968 -0.301
O -2.433 -2.099 -0.365
H -2.295 -3.744 -2.505
H -0.774 -3.770 -1.617
H -1.836 -5.186 -1.586
H -2.001 -3.849 0.535
H -4.520 -3.613 -1.179
H -4.461 -3.551 0.581
H -4.056 -5.054 -0.263
H -2.885 -1.777 -1.151
*
```

(2)
DFT (wB97M-V/def2-TZVPD) results for C10H21InO10 as an isolated structure at a distorted geometry.

Output
- gap between HOMO and LUMO (eV) = 3.12
- HOMO (eV) = -16.47
- energy relative to the best compared isomer or geometry (same formula, charge and spin) (kJ/mol) = 201.0
- LUMO energy (hartree) = -0.490

The geometry in ORCA input format:
```
! wB97M-V def2-TZVPD RIJCOSX def2/J DEFGRID3
* xyz 2 1
In -0.163 1.345 0.054
C 3.581 2.373 1.824
O 2.240 2.122 1.654
H 4.138 1.504 2.175
H 3.947 2.577 0.818
H 3.788 3.170 2.538
C 0.044 2.690 -4.721
O -1.273 3.143 -4.482
C -1.818 3.171 -3.274
O -1.256 2.827 -2.226
O -3.029 3.604 -3.412
C -3.924 3.625 -2.268
H 0.150 1.638 -4.459
H 0.827 3.306 -4.277
H 0.383 2.584 -5.751
H -4.933 3.729 -2.668
H -3.706 4.448 -1.588
H -3.904 2.674 -1.735
C -0.969 -3.466 -0.674
O -1.677 -3.473 0.497
C -1.844 -2.249 1.086
O -1.460 -1.189 0.602
O -2.335 -2.417 2.295
C -2.740 -1.320 3.110
H -0.916 -4.424 -1.190
H 0.045 -3.071 -0.615
H -1.508 -2.845 -1.390
H -3.499 -1.800 3.728
H -3.127 -0.402 2.667
H -1.848 -1.213 3.727
C 3.769 -0.930 -0.045
O 3.339 -1.882 0.965
C 2.138 -1.813 1.469
O 1.274 -0.963 1.200
O 2.133 -2.774 2.329
C 0.881 -3.009 3.065
H 3.470 0.085 0.214
H 3.390 -1.262 -1.011
H 4.859 -0.936 -0.071
H 1.021 -3.596 3.972
H 0.082 -3.530 2.537
H 0.433 -2.051 3.333
*
```